1.
Here is a molecular structure, C15H13BBrCuF2N3O from OMol25. Energies are from ωB97M-V with the def2-TZVPD basis set.

Positions of all 37 atoms, in Å:
Cu (0.070, 0.996, -1.033)
Br (-0.849, -1.938, -1.165)
C (0.868, -2.261, -1.948)
C (0.997, -3.472, -2.573)
C (2.230, -3.846, -3.132)
C (3.311, -3.027, -2.981)
C (3.200, -1.795, -2.294)
C (4.355, -1.020, -2.043)
C (4.244, 0.161, -1.367)
C (2.974, 0.655, -1.013)
C (1.786, -0.021, -1.238)
C (1.932, -1.328, -1.819)
H (0.157, -4.152, -2.612)
H (2.314, -4.788, -3.661)
H (4.282, -3.317, -3.370)
H (5.316, -1.394, -2.382)
H (5.134, 0.734, -1.125)
H (2.941, 1.638, -0.552)
F (-2.029, 3.127, 0.079)
B (-1.633, 2.336, -0.986)
F (-2.543, 2.540, -1.979)
C (0.451, -2.418, 5.053)
N (0.294, -1.158, 4.356)
C (-0.157, -0.052, 4.974)
C (-0.349, 1.103, 4.298)
C (-0.075, 1.077, 2.892)
N (0.398, 0.012, 2.288)
C (0.622, -1.142, 2.950)
O (1.077, -2.169, 2.487)
N (-0.268, 2.198, 2.157)
H (0.347, -2.258, 6.126)
H (1.430, -2.838, 4.832)
H (-0.299, -3.134, 4.713)
H (-0.345, -0.136, 6.037)
H (-0.680, 2.005, 4.790)
H (-0.922, 2.875, 2.508)
H (-0.273, 2.087, 1.142)

Summary:
Relative energy (zero: lowest compared OMol25 entry of this formula, charge and spin) in kcal/mol: 3.7
Total charge: -1
Energy in eV: -143081.954
Gap between HOMO and LUMO in eV: 6.88
HOMO level in hartree: -0.1538


2.
Here is a molecular structure, C29H25AsIrN2O8PS in a non-equilibrium geometry from OMol25. Energies are from ωB97M-V with the def2-TZVPD basis set.

Positions of all 68 atoms, in Å:
Ir (0.572, -0.425, 0.069)
O (-0.418, -0.763, 2.211)
C (-1.037, -1.176, 1.245)
C (-2.101, -1.850, 0.732)
C (-3.101, -2.436, 1.571)
C (-4.091, -3.189, 1.008)
C (-4.148, -3.415, -0.374)
C (-3.211, -2.831, -1.212)
C (-2.212, -2.035, -0.688)
P (-0.979, -1.158, -1.665)
C (-0.603, -2.220, -3.078)
C (-1.309, -2.097, -4.272)
C (-1.094, -3.013, -5.284)
C (-0.173, -4.036, -5.121)
C (0.540, -4.145, -3.936)
C (0.326, -3.243, -2.912)
C (-1.721, 0.359, -2.309)
C (-2.929, 0.846, -1.814)
C (-3.419, 2.050, -2.288)
C (-2.697, 2.782, -3.218)
C (-1.480, 2.309, -3.691)
C (-0.988, 1.100, -3.240)
H (-3.040, -2.279, 2.635)
H (-4.845, -3.624, 1.643)
H (-4.927, -4.041, -0.780)
H (-3.251, -2.985, -2.281)
H (-2.026, -1.297, -4.397)
H (-1.646, -2.930, -6.207)
H (-0.005, -4.746, -5.917)
H (1.265, -4.934, -3.813)
H (0.871, -3.320, -1.981)
H (-3.480, 0.288, -1.073)
H (-4.365, 2.422, -1.928)
H (-3.083, 3.723, -3.579)
H (-0.915, 2.886, -4.408)
H (-0.045, 0.724, -3.613)
O (2.254, 1.867, -2.906)
C (1.837, 1.734, -1.778)
O (1.979, 0.753, -0.991)
C (1.027, 2.927, -1.231)
C (1.358, 4.184, -1.674)
C (0.667, 5.301, -1.209)
C (-0.420, 5.147, -0.359)
C (-0.782, 3.881, 0.045)
C (-0.020, 2.708, -0.282)
O (-0.282, 1.616, 0.289)
N (-1.954, 3.695, 0.869)
O (-2.542, 2.640, 0.786)
O (-2.255, 4.625, 1.579)
N (1.096, 6.622, -1.623)
O (0.384, 7.548, -1.315)
O (2.134, 6.694, -2.235)
H (2.178, 4.309, -2.368)
H (-0.974, 6.007, -0.007)
C (4.504, -0.592, 2.244)
As (2.747, -1.312, 2.696)
C (1.872, 0.160, 3.635)
C (2.944, -2.774, 3.978)
S (2.037, -2.239, 0.885)
H (5.001, -0.261, 3.157)
H (4.385, 0.260, 1.568)
H (5.111, -1.350, 1.745)
H (2.569, 0.491, 4.406)
H (0.938, -0.163, 4.094)
H (1.672, 0.982, 2.946)
H (3.479, -2.443, 4.870)
H (3.481, -3.606, 3.513)
H (1.950, -3.128, 4.261)

Summary:
Total charge: +1
2S+1: 2
Energy in eV: -133627.638
Expectation value of S²: 0.77
Gap between HOMO and LUMO (alpha / beta) in eV: 5.57 / 5.33
HOMO level (alpha / beta) in hartree: -0.3893 / -0.3878


3.
Here is 7 unconnected molecules or ions with the total composition C52H44FNO14 from OMol25. Energies are from ωB97M-V with the def2-TZVPD basis set.

Positions of all 112 atoms, in Å:
C (3.191, -4.006, 1.010)
C (4.006, -2.702, 1.108)
C (4.944, -2.676, 2.319)
C (5.079, -1.317, 3.016)
C (5.237, -0.172, 2.019)
N (3.954, -1.084, 3.963)
C (3.553, 0.269, 4.224)
O (4.147, 1.051, 4.914)
C (2.217, 0.453, 3.577)
C (1.508, 1.590, 3.242)
C (0.304, 1.422, 2.575)
C (-0.196, 0.149, 2.261)
C (-1.479, 0.015, 1.476)
C (-1.191, 0.133, -0.041)
C (-1.751, -1.042, -0.830)
F (-1.047, -1.171, -2.034)
C (0.508, -0.984, 2.656)
C (1.716, -0.806, 3.297)
C (2.718, -1.797, 3.796)
O (2.529, -2.932, 4.128)
H (3.737, -4.758, 0.439)
H (2.244, -3.839, 0.491)
H (2.961, -4.410, 1.996)
H (3.282, -1.881, 1.130)
H (4.558, -2.596, 0.175)
H (5.953, -2.916, 1.980)
H (4.681, -3.450, 3.039)
H (5.996, -1.373, 3.606)
H (5.949, -0.479, 1.252)
H (4.291, 0.057, 1.525)
H (5.595, 0.740, 2.496)
H (1.894, 2.572, 3.477)
H (-0.257, 2.306, 2.295)
H (-1.894, -0.976, 1.666)
H (-2.149, 0.802, 1.810)
H (-1.612, 1.049, -0.458)
H (-0.119, 0.159, -0.243)
H (-2.803, -0.895, -1.081)
H (-1.621, -1.983, -0.292)
H (0.144, -1.982, 2.442)
O (6.613, -4.194, 0.057)
C (7.090, -5.128, -0.553)
C (7.156, -5.129, -2.035)
C (7.676, -6.156, -2.699)
C (8.214, -7.341, -1.987)
O (8.692, -8.276, -2.594)
C (8.148, -7.341, -0.502)
C (7.626, -6.314, 0.162)
H (6.765, -4.255, -2.539)
H (7.735, -6.173, -3.776)
H (8.545, -8.217, -0.005)
H (7.564, -6.289, 1.243)
O (-3.107, 2.904, 2.627)
C (-4.294, 2.643, 2.624)
C (-5.158, 3.010, 1.476)
C (-6.459, 2.731, 1.475)
C (-7.094, 2.040, 2.626)
O (-8.279, 1.782, 2.628)
C (-6.229, 1.676, 3.776)
C (-4.928, 1.954, 3.771)
H (-4.671, 3.516, 0.651)
H (-7.112, 2.996, 0.655)
H (-6.716, 1.185, 4.606)
H (-4.276, 1.703, 4.599)
O (-8.804, 4.586, 0.095)
C (-9.991, 4.328, 0.099)
C (-10.857, 4.699, -1.048)
C (-12.157, 4.419, -1.046)
C (-12.794, 3.724, 0.103)
O (-13.979, 3.470, 0.100)
C (-11.925, 3.355, 1.247)
C (-10.624, 3.635, 1.247)
H (-10.369, 5.204, -1.872)
H (-12.811, 4.679, -1.869)
H (-12.410, 2.849, 2.072)
H (-9.970, 3.368, 2.067)
O (-5.972, 8.895, 5.521)
C (-6.283, 7.725, 5.509)
C (-7.685, 7.296, 5.749)
C (-8.024, 6.011, 5.737)
C (-7.017, 4.951, 5.483)
O (-7.332, 3.778, 5.467)
C (-5.616, 5.377, 5.244)
C (-5.275, 6.663, 5.255)
H (-8.401, 8.087, 5.931)
H (-9.038, 5.673, 5.909)
H (-4.896, 4.589, 5.063)
H (-4.260, 6.999, 5.083)
O (-0.621, 2.355, -3.673)
C (-0.303, 1.779, -4.692)
C (0.193, 2.530, -5.874)
C (0.539, 1.901, -6.994)
C (0.445, 0.423, -7.108)
O (0.764, -0.147, -8.130)
C (-0.051, -0.325, -5.927)
C (-0.397, 0.302, -4.805)
H (0.253, 3.606, -5.767)
H (0.902, 2.425, -7.869)
H (-0.110, -1.401, -6.033)
H (-0.757, -0.219, -3.927)
O (8.022, -4.043, -4.937)
C (8.598, -4.158, -6.000)
C (9.297, -3.005, -6.618)
C (9.929, -3.125, -7.782)
C (9.962, -4.418, -8.511)
O (10.539, -4.529, -9.570)
C (9.262, -5.572, -7.891)
C (8.630, -5.452, -6.727)
H (9.260, -2.074, -6.068)
H (10.445, -2.298, -8.253)
H (9.299, -6.505, -8.439)
H (8.115, -6.282, -6.260)

Summary:
SMILES string: CCC[C@@H](C)N1C(=O)c2ccc(CCCF)cc2C1=O.O=C1C=CC(=O)C=C1.O=C1C=CC(=O)C=C1.O=C1C=CC(=O)C=C1.O=C1C=CC(=O)C=C1.O=C1C=CC(=O)C=C1.O=C1C=CC(=O)C=C1
Energy in eV: -87503.549
Gap between HOMO and LUMO in eV: 7.36
HOMO level in hartree: -0.3367


4.
Here is 2 unconnected molecules or ions with the total composition C2H4OS2 in a non-equilibrium geometry from OMol25. Energies are from ωB97M-V with the def2-TZVPD basis set.

Positions of all 9 atoms, in Å:
C (0.845, 1.503, -1.366)
C (1.851, 1.138, -0.877)
H (-0.105, 1.731, -1.820)
H (2.774, 1.051, -0.361)
S (-3.007, -0.055, -0.300)
O (-1.540, -0.292, 0.429)
S (-0.745, -1.846, 0.570)
H (-2.363, 0.860, -1.155)
H (-1.347, -2.451, 1.647)

Summary:
SMILES string: C#C.SOS
Relative energy (zero: lowest compared OMol25 entry of this formula, charge and spin) in kcal/mol: 98.8
Energy in eV: -25852.211
Gap between HOMO and LUMO in eV: 9.04
HOMO level in hartree: -0.3382


5.
Here is C2H4N2S3 in the gas phase in a non-equilibrium geometry from OMol25. Energies are from ωB97M-V with the def2-TZVPD basis set.

Positions of all 11 atoms, in Å:
S (-2.824, -0.326, -0.135)
N (-1.610, 1.041, -0.279)
C (-0.488, 0.481, -0.051)
N (-0.161, -0.845, 0.540)
S (1.313, -1.361, -0.412)
C (2.009, 0.110, 0.149)
S (1.005, 1.525, -0.192)
H (-3.845, 0.511, -0.303)
H (-0.676, -1.498, 0.004)
H (2.309, 0.252, 1.176)
H (2.969, 0.111, -0.497)

Summary:
SMILES string: S/N=C1\NSCS1
Relative energy (zero: lowest compared OMol25 entry of this formula, charge and spin) in kcal/mol: 48.6
Energy in eV: -37622.316
Gap between HOMO and LUMO in eV: 8.82
HOMO level in hartree: -0.3221